Record 1
{
  "formula": "C18H39IN2O2",
  "method": "ωB97M-V/def2-TZVPD",
  "symbols": ["C", "C", "C", "C", "O", "C", "O", "C", "I", "H", "H", "H", "H", "H", "H", "H", "H", "H", "C", "C", "N", "C", "C", "C", "C", "H", "H", "H", "H", "H", "H", "H", "H", "H", "H", "H", "H", "H", "H", "H", "C", "C", "N", "C", "C", "C", "C", "H", "H", "H", "H", "H", "H", "H", "H", "H", "H", "H", "H", "H", "H", "H"],
  "coordinates": [[-2.018, 1.587, -1.795], [-1.731, 2.823, -2.603], [-0.378, 3.457, -2.464], [0.856, 2.584, -2.474], [-0.458, 4.510, -3.458], [-1.671, 5.055, -3.287], [-2.030, 6.030, -3.758], [-2.546, 4.096, -2.414], [-2.881, 4.724, -0.400], [-1.481, 0.766, -2.256], [-3.062, 1.312, -1.812], [-1.629, 1.650, -0.792], [-1.923, 2.616, -3.653], [-0.324, 4.018, -1.537], [0.641, 1.605, -2.884], [1.685, 3.068, -2.965], [1.136, 2.429, -1.444], [-3.510, 4.110, -2.884], [0.986, -1.927, -0.145], [0.639, -3.191, -0.916], [0.022, -2.921, -2.201], [-0.574, -4.096, -2.814], [0.353, -5.246, -3.224], [0.775, -2.054, -3.091], [2.197, -2.477, -3.480], [0.112, -1.284, -0.032], [1.343, -2.190, 0.853], [1.778, -1.355, -0.631], [-0.071, -3.765, -0.314], [1.544, -3.812, -1.006], [-1.152, -3.779, -3.687], [-1.314, -4.492, -2.112], [0.926, -5.009, -4.120], [-0.244, -6.132, -3.455], [1.046, -5.521, -2.429], [0.832, -1.064, -2.629], [0.187, -1.898, -4.000], [2.776, -2.819, -2.621], [2.727, -1.624, -3.909], [2.199, -3.264, -4.233], [2.470, -0.250, 3.718], [1.550, 0.809, 4.310], [0.331, 0.996, 3.548], [-0.412, 2.187, 3.918], [-1.002, 2.273, 5.330], [-0.462, -0.199, 3.323], [-0.950, -0.987, 4.545], [2.691, -0.034, 2.671], [3.413, -0.266, 4.267], [2.040, -1.251, 3.782], [2.094, 1.757, 4.315], [1.352, 0.557, 5.364], [-1.214, 2.331, 3.188], [0.255, 3.044, 3.779], [-1.876, 1.634, 5.446], [-1.329, 3.297, 5.527], [-0.274, 2.013, 6.099], [0.125, -0.875, 2.695], [-1.325, 0.065, 2.705], [-0.163, -1.127, 5.288], [-1.278, -1.981, 4.231], [-1.800, -0.510, 5.028]],
  "max_force_ev_per_a": 5.5,
  "charge": 0,
  "homo_ev": -8.225,
  "smiles": "C[C@@H]1[C@@H](C)OC(=O)[C@@H]1I.CCN(CC)CC.CCN(CC)CC"
}

=====

Record 2
{
  "formula": "C16H74O21",
  "method": "ωB97M-V/def2-TZVPD",
  "symbols": ["C", "C", "O", "H", "H", "H", "H", "H", "H", "C", "C", "O", "H", "H", "H", "H", "H", "H", "C", "C", "O", "H", "H", "H", "H", "H", "H", "C", "C", "O", "H", "H", "H", "H", "H", "H", "C", "C", "O", "H", "H", "H", "H", "H", "H", "C", "C", "O", "H", "H", "H", "H", "H", "H", "C", "C", "O", "H", "H", "H", "H", "H", "H", "C", "C", "O", "H", "H", "H", "H", "H", "H", "O", "H", "H", "O", "H", "H", "O", "H", "H", "O", "H", "H", "O", "H", "H", "O", "H", "H", "O", "H", "H", "O", "H", "H", "O", "H", "H", "O", "H", "H", "O", "H", "H", "O", "H", "H", "O", "H", "H"],
  "coordinates": [[-18.621, 29.111, 19.187], [-18.506, 28.723, 17.725], [-18.024, 27.371, 17.669], [-19.141, 28.411, 19.841], [-19.070, 30.100, 19.280], [-17.678, 29.211, 19.725], [-17.915, 29.377, 17.085], [-19.496, 28.710, 17.269], [-18.217, 26.983, 16.812], [-9.694, 18.851, 17.173], [-9.712, 19.593, 18.466], [-8.499, 20.115, 18.773], [-8.972, 18.040, 17.268], [-9.400, 19.518, 16.362], [-10.620, 18.299, 17.014], [-10.019, 18.973, 19.308], [-10.497, 20.348, 18.500], [-8.480, 20.348, 19.704], [-8.704, 27.201, 18.613], [-9.805, 28.023, 19.314], [-9.631, 28.086, 20.690], [-7.680, 27.523, 18.803], [-8.876, 27.135, 17.539], [-8.733, 26.160, 18.936], [-10.799, 27.645, 19.073], [-9.690, 29.056, 18.988], [-10.391, 28.626, 20.917], [-14.480, 22.273, 13.295], [-15.969, 22.568, 13.653], [-15.987, 23.773, 14.371], [-14.158, 22.844, 12.425], [-14.441, 21.208, 13.065], [-13.777, 22.665, 14.031], [-16.429, 21.797, 14.271], [-16.532, 22.516, 12.721], [-15.532, 23.604, 15.199], [-12.439, 18.786, 21.717], [-12.475, 20.210, 21.207], [-11.460, 20.989, 21.797], [-12.351, 18.767, 22.803], [-11.678, 18.261, 21.139], [-13.333, 18.245, 21.408], [-13.363, 20.706, 21.598], [-12.558, 20.299, 20.124], [-11.592, 21.855, 21.404], [-14.359, 26.869, 12.551], [-13.459, 26.980, 13.884], [-12.741, 25.792, 13.926], [-15.136, 26.105, 12.528], [-13.702, 26.704, 11.697], [-14.828, 27.812, 12.270], [-14.058, 27.264, 14.749], [-12.715, 27.776, 13.879], [-12.277, 25.725, 14.763], [-11.410, 24.498, 21.842], [-12.414, 24.304, 20.665], [-12.287, 23.103, 19.977], [-11.537, 23.785, 22.657], [-11.424, 25.531, 22.188], [-10.356, 24.440, 21.569], [-12.395, 25.064, 19.884], [-13.424, 24.308, 21.073], [-13.038, 22.959, 19.396], [-14.320, 19.396, 15.573], [-13.726, 18.250, 16.318], [-13.112, 18.689, 17.491], [-15.026, 19.221, 14.760], [-13.559, 20.042, 15.136], [-14.792, 20.036, 16.319], [-13.136, 17.755, 15.547], [-14.511, 17.557, 16.620], [-12.631, 17.991, 17.941], [-15.970, 24.551, 20.311], [-16.130, 23.882, 19.644], [-15.912, 24.062, 21.132], [-11.625, 26.022, 16.949], [-11.833, 26.892, 17.289], [-12.398, 25.495, 17.151], [-16.850, 24.190, 17.216], [-16.391, 23.513, 17.713], [-17.747, 23.867, 17.142], [-17.982, 26.630, 15.028], [-18.528, 26.213, 14.361], [-17.436, 25.921, 15.368], [-13.982, 24.630, 17.394], [-13.670, 23.735, 17.261], [-14.934, 24.548, 17.444], [-15.927, 26.975, 19.397], [-15.940, 26.031, 19.553], [-16.596, 27.117, 18.728], [-9.628, 22.811, 18.213], [-10.180, 22.987, 18.975], [-9.188, 21.986, 18.421], [-10.172, 23.590, 15.339], [-9.787, 23.321, 16.173], [-10.373, 24.519, 15.456], [-18.667, 25.745, 20.804], [-18.159, 26.202, 20.134], [-19.473, 25.485, 20.359], [-13.940, 28.915, 18.363], [-14.473, 28.140, 18.544], [-14.028, 29.455, 19.148], [-13.097, 21.718, 17.256], [-12.258, 22.012, 16.900], [-12.962, 20.792, 17.454], [-15.772, 21.888, 18.620], [-16.417, 21.479, 19.198], [-15.103, 21.215, 18.495], [-15.596, 28.821, 21.391], [-15.375, 28.186, 20.710], [-16.311, 28.410, 21.878]],
  "max_force_ev_per_a": 3.0,
  "charge": 0,
  "homo_ev": -9.370
}

=====

Record 3
{
  "formula": "C5H10N2O",
  "method": "ωB97M-V/def2-TZVPD",
  "symbols": ["H", "N", "C", "N", "C", "O", "H", "H", "H", "H", "H", "C", "C", "C", "H", "H", "H", "H"],
  "coordinates": [[1.668, 2.620, 1.116], [1.394, 2.262, 0.199], [1.347, 1.000, 0.136], [1.634, 0.098, 1.119], [1.247, 0.330, -1.285], [0.734, -0.953, -1.239], [1.718, -0.873, 0.868], [2.027, 0.411, 1.991], [0.667, 1.005, -1.924], [2.281, 0.271, -1.642], [-0.200, -0.878, -0.796], [-1.392, 0.772, 0.457], [-1.724, -0.347, 0.138], [-2.413, -1.628, 0.067], [-1.225, 1.795, 0.659], [-2.675, -1.847, -0.968], [-3.327, -1.609, 0.665], [-1.761, -2.428, 0.439]],
  "max_force_ev_per_a": 2.7,
  "charge": 0,
  "homo_ev": -9.183,
  "e_above_lowest_kj_mol": 284.3,
  "smiles": "[H]/N=C(\\N)CO.C#CC"
}

=====

Q: What is the charge in the third record?
A: 0